No. 1
The following is a DFT calculation (the ωB97M-V functional and the def2-TZVPD basis) of one molecule with the formula C3H5N3.

Each line ends with the Löwdin charge.
Atoms and positions in Å:
C 0.0509 1.6251 -0.4474  -0.05
C 0.0139 0.2013 0.0047  -0.36
N -0.0349 -0.1297 1.2930  0.09
N -0.0731 -1.4488 1.2714  -0.10
N -0.0464 -2.0252 0.0876  0.05
C 0.0064 -0.9901 -0.7441  -0.11
H 0.5038 2.2488 0.3266  0.08
H 0.6356 1.7254 -1.3655  0.07
H -0.9569 2.0084 -0.6432  0.08
H -0.0941 -1.9884 2.1220  0.15
H 0.0438 -1.1359 -1.8148  0.10

The value obtained for the LUMO energy is 1.1693 eV. The total charge is 0. The gap between HOMO and LUMO comes out at 0.4025 hartree. The structure (SMILES) is Cc1cn[nH]n1.


No. 2
The following is a DFT calculation (the ωB97M-V functional and the def2-TZVPD basis) of one molecule with the formula C3H5N3O.

Each line ends with the Löwdin charge.
Atoms and positions in Å:
C 1.9697 -0.3064 -0.0063  -0.36
C -1.2933 0.2722 0.1111  -0.23
C -0.4299 -0.9672 0.3143  -0.15
N 0.4630 1.5956 -0.2449  0.04
N -0.4301 1.3009 0.5093  -0.11
N 0.8861 -0.7538 -0.3243  0.08
O 3.0707 0.0541 0.0769  0.17
H -1.4315 0.3476 -1.0185  0.12
H -2.3434 0.2116 0.6344  0.15
H -0.1648 -1.0900 1.3072  0.10
H -0.7145 -1.8410 -0.0810  0.08
H 0.4179 1.1764 -1.2781  0.11

The value obtained for the LUMO energy is 0.6373 eV. The total charge is 0. The gap between HOMO and LUMO comes out at 0.3608 hartree. The structure (SMILES) is [H]/N=N\CCN=C=O.


No. 3
The following is a DFT calculation (the ωB97M-V functional and the def2-TZVPD basis) of one molecule with the formula C3H5N3O.

Each line ends with the Löwdin charge.
Atoms and positions in Å:
C -2.3731 -0.9102 0.0379  -0.09
C -0.0026 -0.3619 0.1660  -0.56
C -1.3777 -0.0249 0.5394  -0.23
N -2.4943 0.2279 -0.4609  0.21
N 2.4174 0.0972 0.4246  0.07
N 1.0015 0.2019 0.7986  0.00
O 0.1187 -1.1035 -0.7725  0.07
H -2.5647 -1.9151 -0.2055  0.12
H -1.4315 0.3446 1.5445  0.11
H 2.4154 0.5673 -0.4654  0.08
H 2.6323 -0.8446 0.2467  0.05
H 0.8567 1.0154 1.4555  0.17

The value obtained for the LUMO energy is 0.8955 eV. The total charge is 0. The gap between HOMO and LUMO comes out at 0.3997 hartree. The structure (SMILES) is NNC(=O)[C@@H]1C=N1.


No. 4
The following is a DFT calculation (the ωB97M-V functional and the def2-TZVPD basis) of one molecule with the formula C3H5N3O.

Each line ends with the Löwdin charge.
Atoms and positions in Å:
N -1.6656 1.0585 0.6476  0.09
C -0.5704 0.3389 0.1268  -0.37
C -0.3166 -0.2461 -1.0669  -0.04
N 0.9454 -0.8654 -0.9440  0.10
C 1.4622 -0.6918 0.3086  -0.56
O 2.5156 -1.1633 0.7057  0.03
N 0.5246 0.0916 0.9591  0.17
H -1.4996 2.0618 0.6800  0.09
H -2.5152 0.8912 0.1213  0.08
H -0.9009 -0.2334 -1.9776  0.11
H 1.4709 -1.4988 -1.5120  0.15
H 0.5497 0.2566 1.9514  0.16

The value obtained for the LUMO energy is 0.7715 eV. The total charge is 0. The gap between HOMO and LUMO comes out at 0.3174 hartree. The structure (SMILES) is Nc1c[nH]c(=O)[nH]1.


No. 5
The following is a DFT calculation (the ωB97M-V functional and the def2-TZVPD basis) of one molecule with the formula C3H5N3O.

Each line ends with the Löwdin charge.
Atoms and positions in Å:
C -1.5962 -0.8934 0.0478  -0.07
C -1.6519 0.4251 -0.1348  0.01
C -0.2030 0.9214 -0.1077  -0.36
H 2.1402 -1.3196 -0.6071  0.12
H 2.1812 -0.8734 0.9123  0.13
H -2.1751 -1.7487 0.0108  0.10
H -2.1634 1.3595 -0.3364  0.11
H 1.1735 2.0371 0.2004  0.07
N 1.9732 -0.3573 -0.0790  0.05
N 0.5073 -0.3645 -0.3132  -0.19
N 0.0901 2.1762 0.1791  0.10
O -0.2759 -1.3624 0.2279  -0.06

The value obtained for the LUMO energy is 0.6924 eV. The total charge is 0. The gap between HOMO and LUMO comes out at 0.3459 hartree. The structure (SMILES) is [H]/N=c1/ccon1N.


No. 6
The following is a DFT calculation (the ωB97M-V functional and the def2-TZVPD basis) of one molecule with the formula C3H5N3O.

Each line ends with the Löwdin charge.
Atoms and positions in Å:
N -0.5288 -1.2638 -1.0467  0.07
C -0.0462 -0.6233 0.1202  -0.28
C -0.0403 -1.0214 1.4154  -0.06
O 0.4982 -0.0741 2.1884  -0.05
N 0.8680 1.0167 1.4056  0.10
C 0.5427 0.6781 0.1863  -0.39
N 0.7687 1.4515 -0.9373  0.12
H -1.2979 -0.7275 -1.4486  0.08
H 0.2028 -1.3022 -1.7534  0.08
H -0.3754 -1.9121 1.9299  0.13
H 0.0486 1.3195 -1.6367  0.08
H 0.9358 2.4292 -0.7467  0.10

The value obtained for the LUMO energy is 0.6912 eV. The total charge is 0. The gap between HOMO and LUMO comes out at 0.3665 hartree. The structure (SMILES) is Nc1conc1N.


No. 7
The following is a DFT calculation (the ωB97M-V functional and the def2-TZVPD basis) of one molecule with the formula C3H5N3O.

Each line ends with the Löwdin charge.
Atoms and positions in Å:
C -1.0831 0.7013 -1.2706  -0.04
C 0.0143 0.2860 -0.3064  -0.37
C 1.6417 0.4177 0.9937  -0.22
H -0.5266 1.6087 -1.8042  0.11
H -1.5381 -0.2354 -1.9460  0.13
H -1.9651 1.1821 -0.6838  0.09
H 2.6312 0.7959 1.2311  0.10
H -0.4867 -2.4906 1.2399  0.06
N 1.0557 1.0952 -0.0311  0.10
N 1.0423 -0.6946 1.3863  0.09
N 0.0780 -0.7947 0.5078  -0.13
O -0.8636 -1.8715 0.6832  0.08

The value obtained for the LUMO energy is 0.8442 eV. The total charge is 0. The gap between HOMO and LUMO comes out at 0.3854 hartree. The structure (SMILES) is Cc1ncnn1O.


No. 8
The following is a DFT calculation (the ωB97M-V functional and the def2-TZVPD basis) of one molecule with the formula C3H5N3O.

Each line ends with the Löwdin charge.
Atoms and positions in Å:
C -1.3924 0.7053 0.0409  -0.04
C 1.5142 -0.6415 1.3477  -0.06
C 0.6162 -0.1365 -0.5637  -0.69
H -1.1257 1.1657 -0.9957  0.10
H -1.8976 1.4078 0.8579  0.12
H -2.2216 0.0304 -0.2786  0.08
H 2.4936 -0.9222 1.7177  0.14
H -0.5243 -0.5955 -2.2764  0.11
N -0.0233 0.3071 0.4201  -0.12
N 0.2993 -0.3672 1.6436  0.17
N 0.5134 -0.4295 -1.8302  0.11
O 1.7483 -0.5238 -0.0832  0.07

The value obtained for the LUMO energy is 0.8072 eV. The total charge is 0. The gap between HOMO and LUMO comes out at 0.3584 hartree. The structure (SMILES) is [H]/N=c1/ocnn1C.


No. 9
The following is a DFT calculation (the ωB97M-V functional and the def2-TZVPD basis) of one molecule with the formula C3H5N3O.

Each line ends with the Löwdin charge.
Atoms and positions in Å:
C 0.5769 -1.3948 1.1286  -0.16
C 1.3948 -0.5375 0.4608  -0.11
C -0.7712 -0.1220 0.0180  -0.33
N -0.7420 -1.0961 0.8951  0.08
N 0.6382 0.2680 -0.2749  -0.13
N -1.7162 0.6438 -0.6883  0.11
O 1.1102 1.2730 -1.0852  0.03
H 0.8217 -2.1196 1.8039  0.06
H 2.3906 -0.2279 0.7267  0.12
H -1.4779 0.7481 -1.6611  0.08
H -2.7055 0.5389 -0.4834  0.10
H 0.4804 2.0261 -0.8403  0.15

The value obtained for the LUMO energy is 0.6371 eV. The total charge is 0. The gap between HOMO and LUMO comes out at 0.3123 hartree. The structure (SMILES) is Nc1nccn1O.


No. 10
The following is a DFT calculation (the ωB97M-V functional and the def2-TZVPD basis) of one molecule with the formula C3H5N3O.

Each line ends with the Löwdin charge.
Atoms and positions in Å:
N -2.0297 -0.7745 1.0211  0.12
C -1.1353 0.0400 0.3671  -0.57
N -0.0500 -0.6481 -0.1706  0.15
C 0.9110 0.0346 -0.5238  -0.07
O 3.1054 -0.4486 -0.5895  -0.02
C 2.0813 0.4300 -0.9289  -0.16
N -1.2233 1.2721 0.0374  0.12
H -1.8881 -1.7577 0.8271  0.09
H -2.9877 -0.4655 0.9456  0.09
H 3.0981 -0.5820 0.3633  0.10
H 2.2261 1.2198 -1.6598  0.12
H -2.1077 1.6799 0.3110  0.04

The value obtained for the LUMO energy is 0.2814 eV. The total charge is 0. The gap between HOMO and LUMO comes out at 0.3200 hartree. The structure (SMILES) is [H]/N=C(\N)N=C=CO.


No. 11
The following is a DFT calculation (the ωB97M-V functional and the def2-TZVPD basis) of one molecule with the formula C3H5N3O.

Each line ends with the Löwdin charge.
Atoms and positions in Å:
N -2.0451 -0.4913 0.8391  0.12
C -0.7253 -0.1884 0.5389  -0.46
N 0.3379 -0.8357 0.9326  0.16
C 1.3632 -0.1720 0.2823  -0.39
O 2.0924 -0.9595 -0.5959  0.02
C 0.9410 0.9758 -0.3055  -0.08
N -0.4333 0.9219 -0.2122  0.10
H -2.1243 -1.3873 1.3000  0.09
H -2.6511 -0.4471 0.0282  0.09
H 2.7904 -0.4404 -0.9912  0.09
H 1.4868 1.6701 -0.9210  0.11
H -1.0326 1.3540 -0.8955  0.15

The value obtained for the LUMO energy is 0.7535 eV. The total charge is 0. The gap between HOMO and LUMO comes out at 0.2982 hartree. The structure (SMILES) is Nc1nc(O)c[nH]1.


No. 12
The following is a DFT calculation (the ωB97M-V functional and the def2-TZVPD basis) of one molecule with the formula C3H5N3O.

Each line ends with the Löwdin charge.
Atoms and positions in Å:
O 0.1547 -0.8674 -1.3666  -0.16
C 1.0650 0.1527 -1.5150  -0.27
C 0.5396 0.6335 -0.2017  -0.35
N -0.8924 0.8009 -0.3560  0.18
N -1.3531 0.3736 0.7325  0.04
C -0.2833 -0.4011 1.4215  -0.18
N 0.8991 0.2369 0.9755  0.09
H -0.3060 -1.3299 0.8008  0.14
H 0.8614 0.7943 -2.3782  0.10
H 2.1237 -0.1229 -1.4423  0.11
H -2.3573 0.2931 0.8460  0.17
H -0.4513 -0.5637 2.4835  0.12

The value obtained for the LUMO energy (alpha / beta) is -0.7484 / -0.7493 eV. The total charge is 0. The gap between HOMO and LUMO (alpha / beta) comes out at 0.2997 / 0.2992 hartree.


No. 13
The following is a DFT calculation (the ωB97M-V functional and the def2-TZVPD basis) of one molecule with the formula C3H5N3O.

Each line ends with the Löwdin charge.
Atoms and positions in Å:
C 0.0961 -0.7762 -0.5891  -0.22
C 1.1770 -1.0661 0.4456  0.04
C 1.2350 0.1066 -0.0520  -0.28
N -1.2826 -0.5557 -0.2656  0.01
N -1.8085 0.5414 -0.0418  -0.04
N 1.7240 1.4075 -0.0694  0.10
O -3.1547 0.4092 0.1783  -0.09
H 0.2361 -1.2704 -1.4703  0.08
H 1.5277 -1.8509 1.1148  0.10
H 1.1539 2.2172 0.1912  0.11
H 2.6503 1.3459 0.2822  0.07
H -3.5544 -0.5085 0.2759  0.12

The value obtained for the LUMO energy is 0.9222 eV. The total charge is 0. The gap between HOMO and LUMO comes out at 0.3683 hartree. The structure (SMILES) is NC1=C[C@H]1/N=N/O.


No. 14
The following is a DFT calculation (the ωB97M-V functional and the def2-TZVPD basis) of a 2-piece molecular cluster, C3H5N3O overall.

Each line ends with the Löwdin charge.
Atoms and positions in Å:
O -2.8589 0.7228 -0.1681  -0.05
C -1.6455 0.0311 -0.0202  -0.26
C -0.5265 0.7598 -0.6569  -0.19
N 0.2998 1.3480 -1.2126  0.15
N 2.9639 0.4020 0.0196  0.14
C 2.1808 -0.4887 0.3044  -0.40
N 1.3780 -1.3184 0.7349  0.13
H -3.0123 0.8735 -1.1099  0.10
H -1.6737 -0.9834 -0.4420  0.12
H -1.4477 -0.0643 1.0496  0.12
H 2.7889 0.9227 -0.8340  0.05
H 1.5756 -2.2897 0.5241  0.07

The value obtained for the LUMO energy is 0.5699 eV. The total charge is 0. The gap between HOMO and LUMO comes out at 0.4073 hartree. The structure (SMILES) is N#CCO.N=C=N.


No. 15
The following is a DFT calculation (the ωB97M-V functional and the def2-TZVPD basis) of one molecule with the formula C3H5N3O.

Each line ends with the Löwdin charge.
Atoms and positions in Å:
N -1.8813 -1.0787 0.7762  0.06
C -1.0579 -0.9058 -0.2473  -0.21
N 0.2512 -1.0573 -0.0046  0.09
C 1.1285 -0.1453 -0.1726  -0.42
O 2.4604 -0.4079 -0.2041  0.05
C 0.7337 1.2294 -0.4706  -0.15
N -0.4984 1.5201 -0.2947  0.11
H -1.5881 -1.1362 1.7470  0.10
H -2.8700 -0.9829 0.6094  0.08
H 2.5576 -1.3712 -0.1721  0.11
H 1.4891 1.8933 -0.9017  0.12
H -0.7248 2.4422 -0.6648  0.06

The value obtained for the LUMO energy (alpha / beta) is 0.5187 / 0.5189 eV. The total charge is 0. The gap between HOMO and LUMO (alpha / beta) comes out at 0.3016 / 0.3017 hartree.


No. 16
The following is a DFT calculation (the ωB97M-V functional and the def2-TZVPD basis) of one molecule with the formula C3H5N3O.

Each line ends with the Löwdin charge.
Atoms and positions in Å:
C 1.5377 -0.5167 0.6637  -0.07
C 0.4922 -1.2985 0.9594  0.05
C -0.6942 -0.4326 0.4157  -0.39
H 0.1001 1.0171 -2.4412  0.16
H -0.5505 2.0519 -0.8014  0.18
H 2.4218 -0.6027 1.0349  0.06
H 0.2548 -1.8054 1.8157  0.07
H -2.2996 0.3690 0.2450  0.05
N -0.5223 1.1516 -1.5386  0.04
N -0.1001 0.1403 -0.7553  -0.24
N -1.8801 -0.4027 0.7967  0.14
O 1.2399 0.3287 -0.3946  -0.04

The value obtained for the LUMO energy is 0.6839 eV. The total charge is 0. The gap between HOMO and LUMO comes out at 0.3471 hartree. The structure (SMILES) is [H]/N=c1/ccon1N.


No. 17
The following is a DFT calculation (the ωB97M-V functional and the def2-TZVPD basis) of one molecule with the formula C3H5N3O.

Each line ends with the Löwdin charge.
Atoms and positions in Å:
C 0.1171 -2.0350 -1.1636  -0.04
C 0.0766 -0.7688 -0.3905  -0.45
C -0.1286 1.5834 0.8397  -0.22
H -0.9332 -2.6247 -0.9461  0.14
H 0.4408 -1.8869 -2.1838  0.07
H 0.8258 -2.7067 -0.5164  0.11
H 0.0011 2.4789 1.5743  0.17
H -0.7243 0.3400 -1.9898  0.16
N 0.5523 -0.7642 0.8411  0.09
N -0.7713 1.4849 -0.2300  0.06
N -0.4562 0.3259 -0.9801  0.02
O 0.5907 0.5496 1.3663  -0.11

The value obtained for the LUMO energy is 0.7923 eV. The total charge is 0. The gap between HOMO and LUMO comes out at 0.3265 hartree. The structure (SMILES) is CC1=NOC=NN1.


No. 18
The following is a DFT calculation (the ωB97M-V functional and the def2-TZVPD basis) of one molecule with the formula C3H5N3O.

Each line ends with the Löwdin charge.
Atoms and positions in Å:
C 0.7976 1.2525 -0.1714  0.02
C 1.1119 0.6005 -1.3877  -0.15
C -0.3399 -0.7540 -0.7350  -0.44
H -1.6679 -0.1200 1.6639  0.14
H 0.0665 -0.4693 2.0792  0.12
H 0.7543 2.1073 0.5521  0.13
H 1.8808 0.9165 -2.2588  0.16
H -1.4951 -1.4953 0.4653  0.03
N -0.5916 0.2066 1.5899  0.03
N -0.2025 0.2886 0.2234  -0.20
N -0.9170 -1.9201 -0.3655  0.09
O 0.6029 -0.6133 -1.6554  0.08

The value obtained for the LUMO energy is 0.7244 eV. The total charge is 0. The gap between HOMO and LUMO comes out at 0.3197 hartree. The structure (SMILES) is [H]/N=c1/occn1N.


No. 19
The following is a DFT calculation (the ωB97M-V functional and the def2-TZVPD basis) of one molecule with the formula C3H5N3O.

Each line ends with the Löwdin charge.
Atoms and positions in Å:
N 0.6814 -1.4935 -0.7131  0.04
C -0.1159 -0.4454 -0.1748  -0.30
C -1.3814 -0.8653 -0.1643  -0.09
O -2.1799 0.0674 0.3977  -0.04
N -1.3592 1.1628 0.7608  0.10
C -0.1250 0.8443 0.4325  -0.36
N 0.9527 1.6665 0.7355  0.11
H 1.0696 -1.3693 -1.6295  0.08
H 1.2494 -2.0132 -0.0685  0.09
H -1.0364 -1.9092 -0.6410  0.18
H 1.5888 1.7947 -0.0414  0.09
H 0.6561 2.5603 1.1061  0.09

The value obtained for the LUMO energy is 0.7225 eV. The total charge is 0. The gap between HOMO and LUMO comes out at 0.3682 hartree. The structure (SMILES) is Nc1conc1N.


No. 20
The following is a DFT calculation (the ωB97M-V functional and the def2-TZVPD basis) of C3H5N3O as an isolated structure.

Each line ends with the Löwdin charge.
Atoms and positions in Å:
C 2.0347 0.1440 0.0871  -0.01
N -1.1692 -1.2034 -0.6492  0.13
C -1.3289 0.1024 -0.2027  -0.62
C 0.5751 0.1454 -0.0577  -0.39
O -2.4800 0.5830 0.2682  0.12
N -0.3270 -0.8095 0.5529  0.09
N -0.2282 0.9541 -0.6598  0.19
H -2.3491 1.4945 0.5619  0.12
H -1.9169 -1.7966 -0.2890  0.11
H 2.4335 -0.7704 -0.3545  0.09
H 2.4594 1.0166 -0.4024  0.08
H 2.2966 0.1399 1.1453  0.09

The value obtained for the LUMO energy is 0.7387 eV. The total charge is 0. The gap between HOMO and LUMO comes out at 0.3633 hartree.


Quick rundown of energy relative to the best compared isomer or geometry (same formula, charge and spin), same order as above: 73.7 353.6 371.7 24.6 574.9 212.0 355.1 461.9 306.8 332.5 248.5 546.6 583.0 203.0 274.5 565.1 426.9 476.1 418.0 397.8 kJ/mol